Record 1
A 3-piece molecular cluster, C20H46N2O5P overall at a distorted geometry, computed with wB97M-V/def2-TZVPD.

- Kohn-Sham gap (eV) = 6.212
- HOMO energy (eV) = -3.9
- electronic energy (Eh) = -1616.55268
- net charge = -1

Geometry as XYZ:
```
74
Properties=species:S:1:pos:R:3:lowdin_charge:R:1
C -4.50 -0.72 0.17 -0.121
C -5.37 -0.16 -0.97 -0.263
C -5.02 1.27 -1.49 -0.227
C -4.42 2.29 -0.47 -0.255
C -3.41 3.23 -1.23 -0.322
P -1.59 3.19 -0.57 0.547
C -1.51 1.27 -0.54 -0.295
O -0.17 0.73 -0.68 -0.214
C -0.27 -0.68 -0.75 -0.289
C 1.12 -1.28 -0.39 -0.061
C -0.81 3.37 -2.31 -0.224
C -1.14 2.16 -3.27 -0.355
C -0.43 2.22 -4.69 -0.083
O -0.07 1.30 -3.58 -0.096
O 0.03 3.21 0.14 -0.375
C 0.13 4.01 1.27 -0.376
C 0.47 3.21 2.58 -0.220
C -0.36 3.86 3.75 -0.132
H -3.43 -0.81 -0.07 0.045
H -4.88 -1.74 0.39 0.064
H -4.69 -0.13 1.08 0.069
H -6.45 -0.20 -0.75 0.091
H -5.24 -0.84 -1.83 0.093
H -5.96 1.72 -1.86 0.098
H -4.38 1.18 -2.38 0.081
H -3.99 1.85 0.44 0.066
H -5.26 2.92 -0.13 0.091
H -3.51 3.17 -2.33 0.055
H -3.74 4.25 -0.97 0.056
H -2.17 3.17 0.77 0.018
H -1.62 4.66 -0.49 0.005
H -1.78 0.99 0.50 0.087
H -2.24 0.74 -1.18 0.072
H -1.05 -1.04 -0.05 0.097
H -0.55 -0.94 -1.79 0.113
H 1.00 -1.83 0.55 0.060
H 1.84 -0.46 -0.24 0.072
H 1.44 -1.94 -1.20 0.061
H -1.20 4.24 -2.87 0.075
H 0.28 3.36 -2.23 0.085
H -2.16 1.75 -3.24 0.105
H -0.02 3.22 -4.60 0.086
H -1.34 1.94 -5.24 0.087
H -0.75 4.64 1.48 0.067
H 0.98 4.72 1.11 0.108
H 1.53 3.32 2.83 0.086
H 0.16 2.17 2.43 0.099
H -1.36 3.42 3.73 0.064
H -0.38 4.95 3.60 0.060
H 0.17 3.65 4.70 0.052
C 4.39 -0.31 2.64 -0.009
C 4.26 -1.80 2.46 -0.551
O 3.42 -2.47 3.05 0.012
N 5.12 -2.41 1.60 0.014
C 6.18 -1.82 0.81 -0.075
H 3.63 0.02 3.35 0.082
H 5.37 -0.06 3.04 0.080
H 4.22 0.20 1.70 0.085
H 4.97 -3.41 1.53 0.104
H 5.98 -2.02 -0.25 0.084
H 7.13 -2.28 1.08 0.079
H 6.24 -0.75 0.97 0.071
C 2.71 -5.54 1.49 -0.005
C 3.25 -5.48 0.08 -0.540
O 4.34 -4.98 -0.18 0.015
N 2.49 -5.99 -0.92 0.006
C 1.18 -6.62 -0.82 -0.078
H 3.43 -5.09 2.17 0.066
H 1.78 -4.98 1.55 0.091
H 2.55 -6.58 1.78 0.083
H 2.91 -5.92 -1.83 0.138
H 1.25 -7.64 -1.20 0.079
H 0.48 -6.05 -1.43 0.084
H 0.83 -6.64 0.21 0.072
```

***

Record 2
A 5-piece molecular cluster, C20H46O10S4 overall at a distorted geometry, computed with wB97M-V/def2-TZVPD.

- Kohn-Sham gap (eV) = 8.681
- HOMO energy (eV) = -8.4
- electronic energy (Eh) = -3134.36309
- energy above the lowest of the compared OMol25 structures with the same formula, charge and spin (kcal/mol) = 184.6
- net charge = 0

Geometry as XYZ:
```
80
Properties=species:S:1:pos:R:3:lowdin_charge:R:1
C 4.44 -2.87 2.47 -0.013
C 3.51 -1.61 3.06 -0.275
O 4.07 -0.40 2.95 -0.033
O 2.18 -1.88 3.63 -0.121
C 1.11 -1.76 2.62 -0.175
C 0.56 -3.23 2.06 -0.161
C -0.21 -3.10 0.59 -0.181
C 0.97 -2.84 -0.52 -0.173
C 1.41 -4.19 -1.37 -0.153
O 2.15 -3.87 -2.62 -0.077
C 3.53 -3.47 -2.35 -0.253
O 4.33 -4.29 -1.61 -0.008
O 4.17 -2.20 -2.86 -0.056
C 3.31 -1.14 -2.31 -0.212
C 3.82 0.39 -2.60 -0.151
C 2.78 1.38 -1.76 -0.183
C 3.27 2.94 -1.69 -0.223
O 2.29 3.65 -0.80 -0.175
H 5.39 -2.98 3.17 0.102
H 3.83 -3.87 2.51 0.078
H 4.74 -2.57 1.36 0.103
H 1.47 -1.07 1.72 0.139
H 0.20 -1.23 3.15 0.139
H 1.49 -3.95 1.85 0.112
H -0.16 -3.76 2.81 0.110
H -0.91 -4.01 0.37 0.072
H -0.85 -2.09 0.64 0.125
H 1.95 -2.50 0.06 0.094
H 0.73 -1.95 -1.27 0.117
H 1.98 -5.00 -0.70 0.148
H 0.40 -4.72 -1.71 0.145
H 3.32 -1.28 -1.12 0.130
H 2.21 -1.25 -2.72 0.134
H 4.94 0.55 -2.28 0.126
H 3.67 0.63 -3.74 0.123
H 1.70 1.28 -2.22 0.100
H 2.74 0.93 -0.66 0.131
H 3.19 3.50 -2.74 0.131
H 4.33 3.10 -1.20 0.130
H 1.44 3.10 -0.93 0.080
C -2.95 2.61 -2.51 -0.283
S -1.97 1.13 -2.18 0.820
O -0.74 1.56 -1.43 -0.578
C -1.48 0.84 -3.90 -0.267
H -3.33 3.00 -1.56 0.030
H -2.33 3.38 -2.99 0.067
H -3.80 2.36 -3.15 0.045
H -0.95 1.70 -4.29 0.058
H -2.37 0.63 -4.50 0.055
H -0.83 -0.04 -3.92 0.044
C 2.03 4.60 3.94 -0.274
S 1.69 3.19 5.02 0.801
O 1.61 3.70 6.42 -0.572
C 3.30 2.39 4.82 -0.275
H 1.16 5.26 3.94 0.047
H 2.90 5.15 4.31 0.056
H 2.21 4.25 2.92 0.049
H 4.10 3.08 5.13 0.057
H 3.44 2.11 3.77 0.039
H 3.33 1.50 5.44 0.051
C -4.96 -6.02 -0.07 -0.268
S -3.85 -4.60 0.04 0.825
O -2.48 -5.07 -0.32 -0.576
C -3.92 -4.44 1.85 -0.262
H -5.04 -6.32 -1.12 0.052
H -4.56 -6.85 0.52 0.059
H -5.95 -5.75 0.30 0.053
H -3.58 -5.37 2.31 0.061
H -4.94 -4.22 2.16 0.054
H -3.26 -3.62 2.15 0.044
C -4.54 5.89 -1.13 -0.264
S -5.86 4.71 -1.50 0.817
O -5.50 4.02 -2.79 -0.565
C -7.12 5.95 -1.89 -0.268
H -3.63 5.32 -0.89 0.042
H -4.35 6.53 -1.99 0.062
H -4.82 6.49 -0.26 0.055
H -6.78 6.59 -2.71 0.059
H -7.32 6.55 -1.00 0.053
H -8.03 5.43 -2.19 0.051
```

***

Record 3
C20H46O3P4ScSe as an isolated structure at a distorted geometry, computed with wB97M-V/def2-TZVPD.

- Kohn-Sham gap (alpha / beta) (eV) = 6.589 / 3.882
- HOMO energy (alpha / beta) (eV) = -16.3 / -16.1
- electronic energy (Eh) = -5541.95018
- net charge = +3

Geometry as XYZ:
```
75
Properties=species:S:1:pos:R:3:lowdin_charge:R:1
Sc -0.23 -0.50 0.80 0.375
P 0.25 2.37 1.63 0.738
P -2.65 0.51 0.37 0.734
P 2.32 0.10 0.39 0.735
H -1.46 -3.71 -5.72 0.050
C -0.91 -4.34 -5.00 -0.066
C -0.65 -4.13 -3.69 -0.087
H -1.09 -3.39 -3.02 0.030
C 0.57 3.79 0.51 -0.295
C -1.09 3.10 2.65 -0.256
C 1.62 2.66 2.84 -0.246
C -3.36 -0.39 -1.07 -0.252
C -4.02 0.28 1.55 -0.237
C -3.02 2.21 -0.18 -0.264
C 2.64 -1.00 -1.05 -0.246
C 3.53 -0.53 1.61 -0.229
C 3.18 1.62 -0.19 -0.251
H -0.54 -5.29 -5.44 0.070
H 0.02 -4.87 -3.24 0.051
H 0.75 4.69 1.11 0.069
H -0.29 3.95 -0.15 0.014
H 1.46 3.61 -0.11 0.008
H -1.03 4.20 2.56 0.073
H -0.91 2.81 3.70 0.051
H -2.09 2.75 2.36 0.016
H 1.81 3.74 2.88 0.074
H 2.54 2.13 2.58 0.012
H 1.27 2.31 3.82 0.046
H -4.36 0.03 -1.28 0.078
H -3.46 -1.46 -0.83 0.065
H -2.72 -0.26 -1.95 0.028
H -4.81 1.01 1.33 0.068
H -3.68 0.43 2.57 0.046
H -4.43 -0.72 1.45 0.067
H -4.11 2.33 -0.17 0.071
H -2.63 2.39 -1.19 0.007
H -2.59 2.97 0.49 0.021
H 3.73 -1.07 -1.21 0.071
H 2.18 -0.58 -1.95 0.040
H 2.23 -2.00 -0.86 0.033
H 4.48 -0.75 1.12 0.071
H 3.16 -1.45 2.07 0.049
H 3.71 0.22 2.39 0.050
H 4.18 1.37 -0.57 0.077
H 3.30 2.34 0.63 0.043
H 2.61 2.08 -1.01 0.006
C 0.16 1.26 -4.01 -0.512
C -0.22 -0.08 -4.20 -0.079
C -0.17 -0.63 -5.48 0.004
C 0.33 0.12 -6.56 0.062
C 0.78 1.44 -6.34 0.019
C 0.72 2.01 -5.06 -0.053
Se -0.08 2.05 -2.30 1.131
H -0.21 0.67 -1.68 -0.099
H -0.57 -0.70 -3.36 0.098
H -0.51 -1.66 -5.62 0.105
H 0.36 -0.38 -7.53 0.150
H 1.18 2.05 -7.15 0.140
H 1.10 3.02 -4.85 0.133
C -0.74 -0.38 6.01 -0.079
O -0.34 0.04 4.68 -0.422
P -0.17 -0.94 3.35 0.962
O 0.37 -2.40 3.80 -0.417
C 0.76 -2.91 5.11 -0.053
O -0.02 -2.26 0.14 -0.432
C 0.36 -3.57 0.51 -0.140
H -1.15 0.51 6.49 0.106
H 0.17 -0.69 6.55 0.099
H -1.50 -1.17 5.96 0.104
H 1.67 -2.40 5.47 0.112
H -0.06 -2.77 5.83 0.085
H 0.98 -3.98 4.96 0.112
H 1.42 -3.73 0.28 0.085
H 0.13 -3.73 1.57 0.075
H -0.16 -4.31 -0.12 0.092
```

***

Record 4
A 4-piece molecular cluster, C20H47BO12S3 overall at a distorted geometry, computed with wB97M-V/def2-TZVPD.

- Kohn-Sham gap (eV) = 10.244
- HOMO energy (eV) = -9.8
- electronic energy (Eh) = -2912.47286
- structure (SMILES) = CCC(=O)OCCBCCCCCOC.CCOS(C)(=O)=O.CCOS(C)(=O)=O.CCOS(C)(=O)=O
- net charge = 0

Geometry as XYZ:
```
83
Properties=species:S:1:pos:R:3:lowdin_charge:R:1
C 5.26 -3.50 -2.55 -0.076
C 4.94 -2.39 -1.55 -0.151
C 3.63 -2.63 -0.87 -0.473
O 3.52 -3.27 0.19 0.089
O 2.57 -2.10 -1.53 0.004
C 1.36 -2.87 -1.39 -0.203
C 0.35 -2.47 -2.45 -0.120
B -0.89 -3.43 -2.49 -0.131
C -1.22 -4.56 -1.47 -0.166
C -1.28 -5.95 -2.15 -0.212
C 0.07 -6.41 -2.70 -0.190
C 0.28 -6.04 -4.18 -0.169
C 1.23 -7.01 -4.86 -0.237
O 2.50 -7.01 -4.23 -0.181
C 3.43 -6.22 -4.94 -0.116
H 5.55 -4.40 -2.02 0.082
H 6.12 -3.19 -3.14 0.074
H 4.44 -3.72 -3.21 0.063
H 4.92 -1.43 -2.06 0.117
H 5.70 -2.36 -0.78 0.116
H 1.60 -3.92 -1.51 0.114
H 0.92 -2.77 -0.41 0.128
H 0.85 -2.49 -3.42 0.109
H 0.04 -1.43 -2.32 0.108
H -1.64 -3.30 -3.41 0.085
H -2.21 -4.36 -1.07 0.107
H -0.55 -4.63 -0.62 0.095
H -1.99 -5.87 -2.97 0.101
H -1.62 -6.68 -1.43 0.106
H 0.12 -7.49 -2.64 0.111
H 0.90 -6.03 -2.12 0.106
H 0.71 -5.04 -4.26 0.105
H -0.68 -6.07 -4.69 0.117
H 0.83 -8.02 -4.76 0.122
H 1.34 -6.77 -5.91 0.116
H 3.08 -5.19 -5.01 0.082
H 4.37 -6.21 -4.39 0.082
H 3.64 -6.62 -5.93 0.086
C 0.79 2.41 0.63 -0.073
C -0.31 1.38 0.51 -0.249
O -1.63 1.96 0.54 -0.262
S -2.16 2.66 -0.79 0.566
C -3.85 2.78 -0.32 -0.125
O -2.02 1.73 -1.87 -0.284
O -1.60 3.97 -0.90 -0.270
H 0.83 3.06 -0.25 0.077
H 1.76 1.92 0.74 0.081
H 0.62 3.05 1.50 0.069
H -0.19 0.78 -0.40 0.104
H -0.27 0.70 1.35 0.120
H -4.25 1.77 -0.19 0.075
H -4.37 3.30 -1.11 0.080
H -3.92 3.34 0.61 0.062
C 6.39 4.88 2.49 -0.072
C 5.54 3.88 3.24 -0.251
O 4.60 4.52 4.14 -0.264
S 3.29 5.15 3.50 0.569
C 2.39 5.36 5.00 -0.120
O 2.65 4.15 2.69 -0.276
O 3.60 6.43 2.95 -0.268
H 5.80 5.45 1.78 0.073
H 7.17 4.36 1.94 0.081
H 6.86 5.58 3.18 0.084
H 5.00 3.22 2.56 0.113
H 6.16 3.26 3.88 0.121
H 2.20 4.38 5.44 0.075
H 1.46 5.85 4.74 0.078
H 2.98 5.98 5.67 0.075
C -7.56 6.62 2.99 -0.071
C -7.62 5.70 4.19 -0.248
O -7.77 4.31 3.82 -0.263
S -6.48 3.55 3.31 0.563
C -7.13 1.91 3.43 -0.119
O -5.43 3.72 4.26 -0.270
O -6.26 3.86 1.93 -0.279
H -6.65 6.47 2.41 0.072
H -7.59 7.66 3.31 0.082
H -8.40 6.44 2.32 0.085
H -6.74 5.82 4.82 0.114
H -8.49 5.93 4.80 0.121
H -7.34 1.70 4.47 0.076
H -6.37 1.24 3.04 0.076
H -8.03 1.85 2.82 0.076
```

***

Record 5
A 5-piece molecular cluster, C20H47BrF3IN3O20P6 overall at a distorted geometry, computed with wB97M-V/def2-TZVPD.

- Kohn-Sham gap (eV) = 7.691
- HOMO energy (eV) = -11.9
- electronic energy (Eh) = -7678.93717
- energy above the lowest of the compared OMol25 structures with the same formula, charge and spin (kcal/mol) = 35.6
- net charge = +1

Geometry as XYZ:
```
101
Properties=species:S:1:pos:R:3:lowdin_charge:R:1
N 2.56 -4.00 0.69 0.097
C 3.71 -3.66 0.26 -0.194
C 4.17 -2.17 0.52 -0.100
C 2.84 -1.36 0.75 -0.228
C 2.37 -0.92 2.04 -0.414
P 3.21 -1.19 3.69 0.588
O 2.01 -1.90 4.64 -0.407
Br 3.64 0.91 4.42 0.286
N 1.12 -0.30 1.67 -0.425
I 0.02 0.51 3.20 1.143
C 0.88 -0.35 0.34 -0.273
C -0.43 0.24 -0.29 -0.015
C -1.63 -0.63 0.31 -0.295
O -2.63 0.27 0.75 -0.037
C -2.19 -1.70 -0.69 -0.462
F -3.16 -1.16 -1.52 0.126
F -1.23 -2.31 -1.44 0.108
F -2.83 -2.67 0.09 0.096
N 1.94 -1.00 -0.28 -0.089
P 2.00 -1.24 -2.05 0.963
O 3.60 -1.51 -2.52 -0.256
O 1.58 0.25 -2.76 -0.271
H 2.37 -4.98 0.45 0.067
H 4.33 -4.40 -0.29 0.126
H 4.76 -1.74 -0.32 0.099
H 4.80 -2.08 1.45 0.102
H 1.89 -1.39 5.47 0.044
H -0.53 1.30 0.05 0.138
H -0.46 0.12 -1.40 0.109
H -1.25 -1.21 1.20 0.120
H -3.19 -0.21 1.40 0.125
H 4.05 -0.65 -2.33 0.071
H 2.10 0.94 -2.29 0.082
C 0.91 1.11 -6.12 -0.097
O 1.14 2.49 -5.85 -0.211
P 0.25 3.58 -6.59 0.352
O 0.63 4.97 -6.34 -0.214
O -1.25 3.21 -6.16 -0.229
C -1.57 3.30 -4.77 -0.099
O 0.29 3.12 -8.11 -0.212
C -0.52 3.84 -9.04 -0.084
H 0.92 0.57 -5.18 0.060
H -0.05 0.94 -6.61 0.090
H 1.71 0.73 -6.76 0.096
H -0.83 3.87 -4.22 0.087
H -1.63 2.29 -4.36 0.082
H -2.54 3.78 -4.67 0.092
H -1.43 4.21 -8.58 0.087
H -0.80 3.16 -9.85 0.092
H 0.05 4.67 -9.46 0.095
C 10.49 1.62 4.75 -0.093
O 9.10 1.80 4.46 -0.208
P 8.11 2.13 5.66 0.351
O 6.69 2.18 5.29 -0.268
O 8.69 3.48 6.28 -0.229
C 8.71 4.63 5.44 -0.089
O 8.49 1.05 6.76 -0.212
C 7.84 1.14 8.03 -0.086
H 11.07 2.15 4.00 0.093
H 10.76 2.00 5.73 0.088
H 10.73 0.55 4.70 0.093
H 8.07 4.51 4.56 0.088
H 9.74 4.81 5.12 0.091
H 8.36 5.49 6.01 0.093
H 7.61 2.18 8.29 0.088
H 8.52 0.74 8.79 0.093
H 6.93 0.56 8.02 0.090
C -2.50 -6.06 -1.24 -0.102
O -2.70 -6.37 -2.61 -0.202
P -4.17 -6.69 -3.11 0.353
O -4.27 -7.10 -4.52 -0.211
O -4.99 -5.37 -2.73 -0.227
C -4.58 -4.16 -3.34 -0.092
O -4.71 -7.75 -2.06 -0.213
C -6.07 -8.16 -2.16 -0.086
H -1.82 -5.21 -1.17 0.075
H -3.43 -5.81 -0.73 0.087
H -2.04 -6.92 -0.74 0.093
H -3.93 -4.33 -4.20 0.093
H -4.04 -3.57 -2.60 0.069
H -5.46 -3.61 -3.66 0.095
H -6.70 -7.36 -2.55 0.087
H -6.43 -8.42 -1.17 0.091
H -6.15 -9.03 -2.81 0.094
C -5.74 5.20 1.46 -0.094
O -5.15 4.14 2.21 -0.209
P -6.09 3.00 2.80 0.352
O -5.40 2.01 3.65 -0.230
O -6.81 2.38 1.51 -0.226
C -5.97 1.76 0.54 -0.092
O -7.25 3.82 3.50 -0.210
C -8.34 3.07 4.05 -0.084
H -5.14 5.38 0.58 0.091
H -6.76 4.96 1.15 0.088
H -5.76 6.10 2.08 0.094
H -4.98 1.55 0.94 0.064
H -5.88 2.42 -0.32 0.093
H -6.43 0.83 0.23 0.095
H -8.53 2.16 3.48 0.087
H -9.24 3.69 4.01 0.093
H -8.13 2.82 5.09 0.094
```

***

Record 6
C20H47F3N7O6P2S2 as an isolated structure at a distorted geometry, computed with wB97M-V/def2-TZVPD.

- Kohn-Sham gap (eV) = 8.542
- HOMO energy (eV) = -6.0
- electronic energy (Eh) = -3403.61780
- net charge = -1

Geometry as XYZ:
```
87
Properties=species:S:1:pos:R:3:lowdin_charge:R:1
C 5.91 2.15 -0.96 0.102
C 5.03 2.85 -1.36 -0.151
C 3.93 3.76 -1.70 -0.211
C 2.55 3.15 -1.36 -0.212
C 1.96 2.50 -2.62 -0.256
S 0.79 1.20 -2.24 0.492
O -0.06 0.99 -3.39 -0.349
O 1.60 0.04 -1.90 -0.334
N 0.04 1.71 -0.92 -0.304
S -1.56 1.72 -0.95 0.495
O -2.11 0.43 -1.31 -0.339
O -2.03 2.16 0.34 -0.355
C -2.22 2.89 -2.15 -0.224
C -1.37 4.09 -2.51 -0.098
C -1.08 5.06 -1.40 -0.629
F -2.20 5.59 -0.87 0.135
F -0.31 4.61 -0.42 0.150
F -0.39 6.13 -1.93 0.090
H 6.75 1.52 -0.81 0.015
H 4.01 4.01 -2.76 0.111
H 4.07 4.68 -1.12 0.113
H 2.67 2.38 -0.60 0.112
H 1.87 3.91 -0.98 0.089
H 2.77 2.05 -3.18 0.102
H 1.49 3.25 -3.25 0.086
H -3.22 3.17 -1.82 0.105
H -2.36 2.30 -3.06 0.093
H -1.91 4.66 -3.26 0.133
H -0.45 3.75 -2.99 0.094
O 2.62 -5.23 -1.46 -0.274
P 1.82 -5.53 -2.68 0.690
N 3.06 -5.73 -3.85 -0.321
C 3.04 -5.35 -5.24 -0.140
C 3.87 -6.92 -3.63 -0.148
N 0.96 -4.04 -2.86 -0.322
C 1.51 -2.94 -3.65 -0.123
C 0.49 -3.51 -1.57 -0.124
N 0.59 -6.47 -3.52 -0.313
C -0.30 -5.84 -4.47 -0.143
C -0.19 -7.31 -2.59 -0.147
H 2.48 -6.05 -5.87 0.079
H 4.06 -5.31 -5.61 0.081
H 2.64 -4.35 -5.38 0.045
H 3.37 -7.82 -4.01 0.077
H 4.06 -7.06 -2.57 0.069
H 4.83 -6.82 -4.13 0.077
H 2.56 -2.73 -3.41 0.096
H 0.94 -2.03 -3.49 0.071
H 1.42 -3.13 -4.72 0.053
H 1.28 -2.98 -1.03 0.084
H 0.12 -4.31 -0.93 0.067
H -0.33 -2.81 -1.74 0.090
H -1.01 -5.14 -4.01 0.086
H -0.87 -6.64 -4.97 0.083
H 0.25 -5.32 -5.25 0.065
H -0.86 -6.71 -1.96 0.078
H 0.48 -7.87 -1.94 0.073
H -0.80 -8.03 -3.14 0.072
O -0.25 2.16 4.20 -0.261
P -1.67 2.15 4.63 0.705
N -2.19 3.71 4.22 -0.316
C -3.09 4.58 4.94 -0.144
C -2.29 3.89 2.78 -0.130
N -1.41 1.95 6.37 -0.328
C -1.27 3.11 7.22 -0.149
C -0.33 1.00 6.64 -0.156
N -3.25 1.38 4.68 -0.305
C -4.03 1.36 5.89 -0.150
C -3.23 0.04 4.07 -0.128
H -4.15 4.32 4.80 0.081
H -2.95 5.60 4.57 0.081
H -2.87 4.62 6.00 0.041
H -3.22 3.47 2.38 0.081
H -1.46 3.40 2.27 0.054
H -2.24 4.95 2.51 0.082
H -0.58 3.86 6.83 0.090
H -0.91 2.80 8.21 0.075
H -2.24 3.58 7.41 0.051
H 0.66 1.46 6.54 0.079
H -0.37 0.15 5.96 0.071
H -0.44 0.62 7.66 0.076
H -3.61 0.73 6.68 0.079
H -5.03 0.98 5.64 0.084
H -4.18 2.36 6.30 0.064
H -2.69 -0.69 4.70 0.076
H -2.73 0.07 3.10 0.084
H -4.24 -0.33 3.91 0.076
```